{
  "formula": "C8H12NO2",
  "method": "the ωB97M-V functional and the def2-TZVPD basis",
  "symbols": ["C", "C", "C", "C", "C", "C", "C", "C", "N", "O", "O", "H", "H", "H", "H", "H", "H", "H", "H", "H", "H", "H", "H"],
  "positions_angstrom": [[-1.169527, -1.601209, -2.506128], [-0.037707, -1.904583, -1.814857], [-2.011998, -0.633472, -1.972251], [0.473895, -1.029150, -0.903621], [-1.582117, 0.103062, -0.918487], [1.221935, -0.339818, 2.612310], [1.400035, 0.674502, 1.406746], [0.185976, 0.892854, 0.556000], [-0.265783, 0.006921, -0.469980], [-0.902891, 1.498744, 1.159146], [0.741758, 2.260615, -0.771691], [-1.404755, -2.243623, -3.300849], [0.366138, -2.769929, -2.172992], [-2.968100, -0.285982, -2.289893], [1.386289, -0.959088, -0.408167], [-2.293898, 0.821260, -0.526840], [1.165007, -1.255332, 2.036082], [0.206298, -0.158601, 3.047539], [2.145158, -0.360613, 3.150191], [1.581808, 1.505765, 1.929048], [2.132426, 0.477312, 0.725242], [-0.876206, 2.153427, 1.828636], [0.506259, 3.146940, -0.395185]],
  "atomic_forces_ev_per_a": [[-1.4, 0.6, 1.2], [0.0, 1.3, -0.2], [0.5, 0.4, -0.1], [-0.8, 1.1, 0.7], [1.0, 0.9, 0.3], [-1.5, -0.2, -3.4], [-3.0, -2.6, 0.5], [-0.4, 5.9, -0.2], [-3.1, -0.7, 0.0], [-0.1, -3.0, -2.5], [-0.9, -1.7, 2.4], [-0.7, -0.5, -1.1], [2.2, -1.9, -0.3], [-0.6, -0.6, -0.8], [1.8, -1.1, 0.2], [0.8, 0.1, 0.4], [-0.2, -1.0, 0.7], [1.4, -0.1, 0.4], [0.0, 0.2, 1.0], [0.8, 3.9, 1.0], [2.6, -0.6, -1.2], [1.2, 0.9, 1.0], [0.2, -1.2, -0.1]],
  "mulliken_charge": [-0.22, -0.89, -0.50, 0.03, 0.00, -0.91, -1.46, 0.84, 0.19, -0.47, -0.64, 0.45, 0.45, 0.37, 0.57, 0.37, 0.26, 0.30, 0.40, 0.48, 0.70, 0.41, 0.27],
  "total_charge": 1,
  "multiplicity": 1,
  "e_homo_ev": -13.67,
  "gap_ev": 8.558
}



{
  "formula": "EuFHMgNO3S2",
  "method": "the ωB97M-V functional and the def2-TZVPD basis",
  "symbols": ["Mg", "N", "S", "S", "O", "O", "F", "Eu", "O", "H"],
  "positions_angstrom": [[2.800011, -0.923445, -1.738851], [-0.217273, 0.177825, -1.218419], [0.848222, 0.462549, -2.590884], [-0.031811, -1.110088, -0.382452], [-0.731036, -0.789175, 0.957382], [1.325675, -1.696702, -0.372269], [-0.896506, -2.336915, -0.999486], [-1.277609, 1.613057, 0.543039], [-1.236821, 2.399866, 2.565053], [-0.582852, 2.203030, 3.236887]],
  "atomic_forces_ev_per_a": [[-2.3, 0.5, 0.2], [1.4, -1.1, -0.5], [0.9, -0.7, 0.5], [-3.0, 0.7, 2.4], [2.4, -1.7, -3.6], [0.2, 0.4, -0.2], [1.1, 1.4, 0.8], [-0.9, 0.9, 0.9], [0.5, -0.4, -0.8], [-0.1, 0.2, 0.4]],
  "lowdin_spin": [0.00, -0.01, 0.00, 0.00, 0.00, 0.00, 0.00, 7.04, -0.03, 0.00],
  "total_charge": 1,
  "multiplicity": 8,
  "e_homo_ev": [-11.12, -12.48],
  "gap_ev": [4.470, 5.827]
}



{
  "formula": "C16H10",
  "method": "the ωB97M-V functional and the def2-TZVPD basis",
  "symbols": ["C", "C", "C", "C", "C", "C", "C", "C", "C", "C", "C", "C", "C", "C", "C", "C", "H", "H", "H", "H", "H", "H", "H", "H", "H", "H"],
  "positions_angstrom": [[0.582530, -1.830062, 3.960262], [0.319504, -1.238997, 2.930184], [0.112961, -0.491844, 1.721823], [1.004406, 0.573093, 1.531792], [1.116183, 1.173391, 0.293030], [2.019390, 2.240253, 0.074605], [2.257146, 2.833969, -1.156663], [1.479685, 2.368620, -2.260136], [0.585859, 1.284691, -2.081503], [0.341272, 0.687127, -0.796920], [-0.664951, -0.327287, -0.596065], [-1.452989, -0.841911, -1.641605], [-2.442267, -1.829820, -1.377742], [-2.552025, -2.362135, -0.094022], [-1.721988, -1.950808, 0.917091], [-0.768503, -0.922922, 0.673954], [0.831335, -2.371603, 4.837089], [1.586957, 0.885476, 2.370379], [2.553758, 2.645110, 0.922418], [2.936773, 3.668177, -1.264930], [1.553069, 2.897839, -3.218307], [-0.006246, 0.979089, -2.973346], [-1.345927, -0.407544, -2.628562], [-3.135721, -2.177519, -2.133277], [-3.318915, -3.094548, 0.097069], [-1.871297, -2.389836, 1.893385]],
  "atomic_forces_ev_per_a": [[-0.4, 0.8, -1.5], [-0.2, -0.7, 1.4], [1.8, 1.1, 0.1], [-1.9, -2.2, 1.2], [-0.1, 0.9, -2.1], [0.6, 0.6, -0.5], [-1.5, -1.0, 0.0], [-0.4, -0.8, 0.8], [0.1, 1.1, -0.3], [0.7, 1.1, -1.2], [0.4, -0.7, -0.1], [-1.7, -0.9, 0.4], [1.5, 1.4, -0.4], [0.0, 0.1, 0.0], [0.0, 0.4, -0.4], [-0.4, -0.6, 0.7], [0.0, 0.0, 0.1], [0.5, 0.1, 0.3], [0.1, -0.2, 0.2], [0.0, -0.1, 0.0], [0.0, -0.5, 0.3], [0.6, 0.2, 0.9], [-0.2, -0.2, 0.1], [0.2, 0.1, -0.2], [-0.1, -0.2, 0.1], [0.4, 0.1, 0.2]],
  "mulliken_charge": [0.18, -0.77, 0.11, -1.03, 0.85, -0.54, -0.68, -0.58, -0.77, 0.86, 0.89, -0.75, -0.73, -0.50, -0.93, 0.78, 0.45, 0.49, 0.35, 0.39, 0.37, 0.20, 0.24, 0.40, 0.39, 0.35],
  "total_charge": 0,
  "multiplicity": 1,
  "e_homo_ev": -7.88,
  "smiles": "C#Cc1cc2ccccc2c2ccccc12",
  "gap_ev": 7.819
}



{
  "formula": "C28H35BF25O14Sn",
  "method": "the ωB97M-V functional and the def2-TZVPD basis",
  "symbols": ["Sn", "B", "F", "F", "F", "F", "C", "C", "O", "C", "O", "C", "F", "F", "F", "H", "H", "H", "H", "H", "C", "C", "O", "C", "O", "C", "F", "F", "F", "H", "H", "H", "H", "H", "C", "C", "O", "C", "O", "C", "F", "F", "F", "H", "H", "H", "H", "H", "C", "C", "O", "C", "O", "C", "F", "F", "F", "H", "H", "H", "H", "H", "C", "C", "O", "C", "O", "C", "F", "F", "F", "H", "H", "H", "H", "H", "C", "C", "O", "C", "O", "C", "F", "F", "F", "H", "H", "H", "H", "H", "C", "C", "O", "C", "O", "C", "F", "F", "F", "H", "H", "H", "H", "H"],
  "positions_angstrom": [[-17.087915, -2.196309, -5.383271], [-20.250305, -5.641779, -4.864949], [-21.200963, -4.800746, -5.286816], [-19.585805, -5.163403, -3.739472], [-20.708147, -6.877513, -4.587692], [-19.345884, -5.732127, -5.890650], [-27.334693, -2.722746, -5.464061], [-28.854904, -2.884570, -5.303323], [-29.574204, -3.336994, -6.391621], [-29.905904, -2.447512, -7.405855], [-29.408888, -1.324013, -7.501556], [-31.067805, -2.980894, -8.220750], [-32.226778, -2.599289, -7.606671], [-31.132745, -2.479089, -9.473961], [-30.932512, -4.334789, -8.258113], [-27.188799, -2.039474, -6.300699], [-26.808855, -3.672202, -5.564587], [-26.872200, -2.172711, -4.644515], [-29.310988, -1.928282, -5.047212], [-29.098234, -3.652747, -4.569304], [-17.069642, -9.910608, -10.059377], [-16.754942, -8.790004, -9.070521], [-15.513889, -9.018382, -8.393548], [-14.890948, -8.003436, -7.730283], [-15.283809, -6.826255, -7.673396], [-13.551619, -8.377274, -7.120378], [-12.625554, -7.535954, -7.496501], [-13.726672, -8.300876, -5.788068], [-13.290857, -9.621202, -7.464225], [-18.070015, -9.775772, -10.470688], [-16.851160, -10.926050, -9.728845], [-16.387166, -9.829663, -10.905405], [-17.584323, -8.735582, -8.365357], [-16.579470, -7.872039, -9.631456], [-23.045151, 2.129335, 0.069922], [-22.037952, 1.372835, -0.673995], [-21.605382, 0.484529, 0.299365], [-20.653689, -0.451292, 0.000880], [-20.184708, -0.595376, -1.116842], [-20.190624, -1.093635, 1.329366], [-21.256005, -1.658564, 2.012971], [-19.287073, -2.009966, 0.999627], [-19.587747, -0.166593, 2.105994], [-23.929899, 1.562884, 0.360493], [-23.448832, 3.015544, -0.419751], [-22.675487, 2.354438, 1.070313], [-21.288196, 2.111348, -0.957843], [-22.571244, 1.029382, -1.560413], [-10.994911, -3.979357, -1.288388], [-12.306023, -3.711426, -0.525189], [-13.027395, -4.898124, -0.350882], [-13.941266, -5.274101, -1.261854], [-14.121964, -4.683444, -2.351427], [-14.576586, -6.583723, -0.771917], [-14.788903, -6.620925, 0.561921], [-15.752608, -6.809199, -1.399403], [-13.779785, -7.580147, -1.049057], [-10.229439, -3.233227, -1.075237], [-11.128562, -4.073636, -2.366043], [-10.437409, -4.816317, -0.867902], [-12.853671, -2.980802, -1.120486], [-12.044129, -3.209880, 0.406441], [-22.641359, -16.828586, -6.624127], [-22.021655, -16.520611, -5.204414], [-21.977792, -15.109719, -5.095639], [-20.903942, -14.444954, -5.662937], [-19.976629, -14.994664, -6.183972], [-21.103375, -12.881904, -5.551889], [-21.274663, -12.402827, -6.796793], [-22.064211, -12.557644, -4.696521], [-20.046861, -12.301126, -5.166493], [-23.707504, -16.608656, -6.679450], [-22.612828, -17.880503, -6.908298], [-22.020661, -16.366281, -7.391652], [-21.029188, -16.971270, -5.198954], [-22.643112, -17.069494, -4.496881], [-23.962042, -5.938509, -0.827776], [-23.097530, -6.995095, -0.122749], [-23.079921, -6.726035, 1.291767], [-23.989433, -7.293202, 2.110801], [-24.961896, -7.922407, 1.670455], [-23.930388, -6.971237, 3.629005], [-24.523091, -8.022110, 4.290912], [-22.680989, -6.923749, 4.114244], [-24.563051, -5.864222, 3.929268], [-23.401077, -5.027044, -0.621270], [-24.941144, -5.811536, -0.365905], [-23.985099, -6.211973, -1.882658], [-22.099525, -7.005847, -0.560897], [-23.577101, -7.951987, -0.328858], [-21.723154, -5.470770, -10.462090], [-21.361994, -4.263882, -11.265394], [-22.070939, -3.210304, -10.572878], [-21.448810, -2.386445, -9.688631], [-20.204407, -2.381923, -9.400255], [-22.407422, -1.415077, -8.936498], [-22.191314, -0.072141, -9.266548], [-23.693157, -1.567604, -9.339327], [-22.346064, -1.555686, -7.595894], [-22.759002, -5.810114, -10.464030], [-21.355639, -5.526142, -9.437418], [-21.253491, -6.306886, -10.980199], [-21.693917, -4.383618, -12.296697], [-20.279687, -4.251392, -11.394040]],
  "atomic_forces_ev_per_a": [[-0.9, -1.3, 0.2], [0.1, -0.7, 0.3], [-1.9, 1.8, -0.3], [1.0, 1.3, 1.1], [-0.8, -1.6, 0.5], [2.4, 0.2, -1.8], [-0.5, 0.4, -0.5], [0.9, 0.7, 1.7], [-1.5, 0.1, -4.0], [2.6, 2.3, 2.5], [-1.5, -2.9, -0.2], [-0.7, -0.4, -0.6], [1.0, -0.8, -0.4], [0.4, -0.7, 1.1], [-0.9, 1.2, -0.4], [0.3, -0.4, -0.4], [-0.1, 0.1, -0.3], [-0.4, -0.2, 0.4], [0.2, 0.1, 0.5], [0.2, 0.3, 0.4], [1.3, 0.2, -0.6], [-0.4, 0.0, -0.6], [1.6, 0.5, 1.6], [-2.8, 2.5, -2.0], [0.7, -2.9, 0.0], [-2.1, -0.7, 0.4], [0.9, 0.2, -0.1], [0.6, -0.1, 0.1], [1.1, -0.4, 0.2], [0.0, -0.2, 0.3], [-0.6, 0.1, 0.6], [0.0, 0.2, -0.2], [0.3, 0.5, 0.3], [-0.7, 0.2, 0.2], [-2.1, 1.2, 1.9], [-1.0, 1.9, -1.0], [2.1, -3.1, 0.2], [-0.9, 2.3, -1.7], [-0.5, -0.3, 2.2], [-0.6, -0.4, 0.2], [1.9, 0.8, -1.0], [-0.2, -0.3, 0.6], [-0.7, -0.7, -0.4], [-0.1, -0.5, -0.5], [0.4, 0.1, -0.1], [0.4, 0.7, -0.2], [0.6, -0.6, -0.2], [0.8, -1.1, -0.1], [0.5, -0.1, 0.6], [1.9, 1.5, -1.6], [-1.6, -1.0, 0.1], [1.3, 2.8, -2.0], [-0.1, -2.0, 3.2], [-1.7, -0.4, 0.4], [0.0, 0.6, -0.8], [0.6, 0.5, 0.4], [0.9, -0.7, -0.5], [-0.5, 0.8, -0.3], [0.0, -0.2, 0.2], [-0.6, -0.6, -0.2], [-0.4, -0.2, 0.1], [-0.5, -0.7, 0.4], [0.5, -0.5, 0.5], [-0.3, -1.7, -3.0], [0.9, 1.6, 0.4], [-1.3, -1.7, 0.6], [-0.3, 0.9, 0.2], [-0.9, -1.7, -1.0], [-1.4, -0.2, -0.2], [-0.7, 0.0, -0.6], [3.3, 1.1, 1.7], [0.2, 0.7, 0.0], [0.3, -0.3, 0.5], [-0.4, 0.5, 0.0], [0.1, 0.3, 0.2], [0.0, 1.1, 0.6], [1.3, 0.0, 0.9], [-2.1, -0.4, -0.8], [0.7, -0.2, 1.8], [-2.8, -0.9, -3.2], [2.5, 1.3, 1.5], [0.6, -2.2, 0.6], [0.3, 1.2, -0.8], [-0.1, 0.4, -0.4], [-0.3, 0.5, 0.0], [-0.3, 0.5, -0.7], [0.0, -0.4, -0.2], [-0.2, 0.4, 0.0], [0.1, 0.1, 0.7], [0.3, -0.3, 0.4], [0.3, -2.3, -0.4], [-0.2, -1.3, 0.5], [1.1, 3.0, 1.0], [4.2, -1.4, -0.1], [-4.9, 0.0, -1.1], [-2.1, 1.8, -0.8], [0.9, -2.0, 0.7], [1.0, -0.7, 0.6], [0.3, 0.1, -1.3], [-0.3, 0.8, 0.0], [0.1, 0.5, 0.0], [0.3, -0.3, 0.0], [-0.8, 0.6, 0.2], [0.1, 1.1, 0.8]],
  "mulliken_charge": [1.85, 0.51, -0.31, -0.38, -0.33, -0.37, -1.06, -0.24, -0.29, 0.34, -0.51, 0.86, -0.23, -0.23, -0.23, 0.32, 0.30, 0.34, 0.36, 0.27, -1.22, -0.09, -0.23, 0.41, -0.61, 0.89, -0.23, -0.25, -0.23, 0.35, 0.34, 0.34, 0.26, 0.27, -1.37, -0.02, -0.17, 0.22, -0.57, 0.97, -0.23, -0.22, -0.23, 0.34, 0.39, 0.35, 0.27, 0.27, -1.14, -0.16, -0.26, 0.41, -0.64, 0.89, -0.23, -0.23, -0.23, 0.40, 0.28, 0.32, 0.23, 0.38, -1.10, -0.21, -0.27, 0.39, -0.51, 0.84, -0.26, -0.24, -0.24, 0.29, 0.37, 0.33, 0.29, 0.32, -1.00, -0.26, -0.30, 0.39, -0.52, 0.83, -0.25, -0.24, -0.23, 0.23, 0.32, 0.36, 0.35, 0.31, -1.13, -0.18, -0.24, 0.49, -0.62, 0.77, -0.26, -0.23, -0.20, 0.31, 0.31, 0.38, 0.30, 0.29],
  "total_charge": 1,
  "multiplicity": 1,
  "e_homo_ev": -12.13,
  "gap_ev": 1.993
}



{
  "formula": "C4H10NOP",
  "method": "the ωB97M-V functional and the def2-TZVPD basis",
  "symbols": ["C", "C", "C", "N", "P", "C", "O", "H", "H", "H", "H", "H", "H", "H", "H", "H", "H"],
  "positions_angstrom": [[0.196058, -1.073889, 1.125285], [-0.813880, -0.501625, 0.423143], [-2.222283, -0.652715, 0.777858], [-0.713027, 0.044796, -0.869532], [0.488188, 0.929788, -1.682940], [1.429683, 1.562202, -0.181991], [1.801173, -0.609007, -2.067157], [1.206597, -1.148534, 0.660568], [0.242436, -1.589988, 2.088786], [-2.825756, -0.680100, -0.065763], [-2.401214, 0.207679, 1.493607], [-2.351188, -1.525738, 1.441176], [-1.487573, 0.034206, -1.438770], [1.445398, 2.629406, -0.395005], [0.968850, 1.367751, 0.707645], [2.416877, 1.202806, -0.057442], [2.619664, -0.197036, -1.959468]],
  "atomic_forces_ev_per_a": [[1.4, 0.4, -1.4], [1.4, -2.3, -0.2], [0.4, 0.8, 4.3], [3.2, 1.2, 0.5], [2.6, -3.4, 1.2], [-0.1, 1.1, -3.2], [-4.4, 1.5, 0.3], [-0.9, 0.5, 0.1], [-1.1, 0.4, -0.3], [-1.4, 0.1, -1.2], [-0.7, -0.6, -1.1], [-0.1, 0.2, -0.6], [-2.3, -0.4, -0.9], [0.3, 0.2, 0.4], [-1.6, -0.4, 2.2], [1.1, -0.4, -0.4], [2.3, 1.0, 0.2]],
  "mulliken_charge": [-0.78, 0.70, -1.30, -0.23, 0.22, -1.13, -0.67, 0.32, 0.30, 0.42, 0.22, 0.31, 0.26, 0.34, 0.40, 0.35, 0.27],
  "total_charge": 0,
  "multiplicity": 1,
  "e_homo_ev": -8.61,
  "smiles": "C=C(C)NP(C)O",
  "gap_ev": 9.470
}



no.,electronic energy (a.u.)
1,-516.89982
2,-2087.50189
3,-615.65128
4,-4876.77145
5,-629.69714